1.
ORCA calculation (the ωB97M-V functional and the def2-TZVPD basis) on C20H62N15NaO11 as an isolated structure.

The geometry in XYZ format:
```
109
Properties=species:S:1:pos:R:3:forces:R:3
Na 0.49627 -0.25016 0.85333 0.2 -0.2 -0.3
C 0.86239 1.67611 -1.89248 0.5 2.8 0.6
C 2.09788 0.88845 -1.93590 0.9 -2.0 1.2
C 3.32438 1.69201 -2.15176 1.9 0.3 -1.4
O 2.22229 0.02338 -0.71958 0.1 1.5 -0.8
H 1.00373 2.36573 -0.97325 -0.9 -0.9 -1.4
H -0.00035 1.07553 -1.87397 -1.2 -0.8 0.7
H 0.71349 2.30076 -2.81084 0.5 -0.3 0.7
H 2.08326 0.16244 -2.69747 -0.4 -1.0 -1.3
H 3.56465 2.23192 -1.25886 -0.1 1.1 0.3
H 3.24325 2.31679 -3.09799 0.0 -0.4 1.4
H 4.26733 1.10402 -2.30019 -1.0 -0.1 0.0
C -0.08828 0.91176 -7.33259 0.9 1.7 1.1
C 0.44959 1.04950 -5.90409 -0.7 -1.7 0.3
C -0.29838 0.11659 -4.90351 0.1 0.0 -0.8
O -1.62297 0.51577 -4.93605 -1.4 0.6 0.5
C -2.43893 -0.00999 -3.90002 -1.0 -0.3 -1.4
N 1.86492 0.68364 -5.87553 -0.1 1.2 0.3
H 0.72323 1.42555 -7.86902 -0.4 -0.7 -0.7
H -0.98018 1.50964 -7.47910 -0.3 -0.2 0.0
H -0.26294 -0.12340 -7.53820 0.1 -0.5 -0.7
H 0.33276 2.08382 -5.57228 0.1 -0.1 0.1
H 0.11224 0.14508 -3.89178 0.1 0.4 0.2
H -0.22916 -0.95704 -5.18901 0.2 0.3 -0.3
H -2.66863 -1.07868 -4.14673 0.2 0.6 0.6
H -3.42426 0.53378 -3.89680 1.1 -0.3 0.0
H -1.93804 0.10136 -2.95439 0.1 -0.1 0.6
H 2.01127 -0.27724 -6.12355 -0.1 -0.5 -0.1
H 2.06543 0.78704 -4.89554 0.9 -0.2 0.3
C -3.98594 -1.42080 6.53894 0.6 0.2 -0.2
C -2.73890 -0.51259 6.47522 -1.1 0.3 0.9
C -1.53142 -1.11464 5.80657 0.5 0.2 0.6
O -3.19797 0.70092 5.82923 0.8 0.1 0.1
H -3.86434 -2.31471 7.17557 0.1 0.3 -0.4
H -4.25480 -1.69658 5.49945 0.1 -0.1 0.6
H -4.78728 -0.81151 6.94678 -0.2 -0.1 0.0
H -2.43673 -0.15380 7.48905 -0.2 -0.8 -0.3
H -1.69242 -1.37127 4.74881 0.1 -0.1 0.4
H -1.13954 -1.93713 6.42775 -0.5 -0.2 -0.6
H -0.74628 -0.37451 5.93488 0.3 0.3 -0.6
H -2.67539 1.40668 6.24978 -0.4 -0.2 -0.6
C -1.86835 3.39326 -1.38980 -1.7 1.9 -0.8
C -1.55986 4.87560 -0.94141 -1.2 -0.3 0.4
C -2.06114 6.02076 -1.84481 -0.9 -1.5 1.3
O -2.10359 5.12710 0.37183 0.4 -0.1 -0.9
H -2.94399 3.28247 -1.73859 1.0 0.1 0.7
H -1.67191 2.80444 -0.50923 0.0 -0.7 -0.1
H -1.27420 3.11770 -2.25651 0.2 -0.1 0.2
H -0.47951 4.85077 -0.90089 0.7 0.6 0.2
H -3.07921 5.79936 -2.14276 -0.1 -0.3 -0.5
H -1.40359 6.11696 -2.63928 1.0 0.2 -2.0
H -2.16744 6.98129 -1.38804 0.5 0.5 0.9
H -2.18251 4.27823 0.83921 -0.3 0.1 0.2
C -1.94075 -4.97738 0.88538 -0.6 1.3 0.4
O -2.48265 -5.96667 0.44579 -0.1 -0.3 -0.2
N -2.63116 -3.74139 1.01188 2.2 -0.9 0.4
N -0.64444 -4.99930 1.38429 -2.9 0.1 0.4
H -2.07788 -2.88598 0.99265 -0.2 -0.4 0.1
H -3.47779 -3.66164 0.50033 -0.5 -0.2 -0.4
H -0.13401 -5.78604 1.17671 1.0 -2.1 -0.7
H -0.14826 -4.17508 1.42050 1.1 2.4 0.0
C 5.21320 -2.44057 -0.79668 2.1 1.7 -0.4
O 6.46161 -2.37848 -0.81370 -2.2 -0.7 -0.3
N 4.52944 -2.44671 0.34986 -1.2 -0.4 0.4
N 4.46998 -2.35101 -1.99167 -0.2 -0.9 0.7
H 3.55687 -2.16010 0.27683 0.4 0.0 0.6
H 5.07841 -2.22254 1.16525 -0.3 0.0 -0.1
H 3.61167 -1.83514 -2.14577 -0.1 -0.1 1.2
H 5.11145 -1.93533 -2.58138 1.6 0.5 -2.0
C 2.84473 1.41480 2.21439 2.3 1.6 0.6
O 1.71011 0.90360 2.42366 -0.6 -0.4 -0.1
N 3.23914 2.43174 3.12412 0.3 -0.6 -2.1
N 3.67665 1.11524 1.24799 -3.5 -1.7 -0.7
H 3.87411 3.14213 2.80016 0.0 -0.2 0.4
H 2.84756 2.45310 4.01329 -0.7 0.3 1.4
H 4.58332 1.44233 1.24000 2.0 1.2 0.5
H 2.80692 0.55988 -0.06615 0.0 -0.8 0.1
C -1.15595 2.64380 2.32930 0.8 1.1 0.5
O -2.27378 2.90925 1.85343 0.7 0.1 0.1
N 0.00638 3.21489 1.86341 -2.6 -0.4 0.0
N -1.06666 1.89934 3.48343 -1.1 -1.4 -0.7
H 0.87755 2.87722 2.20595 0.6 -0.1 -0.1
H -0.16177 3.75589 1.02631 0.7 0.1 0.2
H -1.85022 1.21723 3.45439 0.5 0.8 0.6
H -0.21416 1.37335 3.58125 0.6 0.1 0.0
C -2.69631 0.02573 0.50476 -0.2 -1.1 -0.2
O -1.51685 0.28978 0.59970 1.6 0.7 0.4
N -3.63025 0.70385 1.17576 -1.6 1.9 0.4
N -3.08506 -1.09757 -0.17228 0.3 0.0 -1.3
H -3.24478 1.59523 1.60580 -0.6 -1.0 -0.7
H -4.59423 0.80151 0.79883 1.2 -0.4 0.5
H -2.39885 -1.45630 -0.88115 -0.7 0.5 1.0
H -4.00081 -0.94056 -0.52501 -0.9 -0.6 -0.5
C 1.67572 -2.66232 2.54624 -1.6 0.6 0.2
O 0.75559 -2.40225 1.71836 1.1 -0.8 0.5
N 1.91875 -3.87230 3.06876 -0.8 -1.0 -2.2
N 2.35373 -1.68196 3.10301 2.2 1.1 0.9
H 2.29335 -3.95333 3.96391 0.6 -0.2 1.4
H 1.25396 -4.54585 2.74993 0.0 -0.7 0.4
H 3.26382 -1.79651 3.61822 -1.8 0.2 -1.0
H 2.02250 -0.76860 2.80401 0.7 0.6 0.3
C 0.13144 -3.02986 -1.42761 0.5 -1.6 -0.4
O -0.62084 -2.07481 -1.25752 0.5 -0.1 0.0
N 1.50726 -2.97355 -1.32632 -0.5 -0.4 -0.3
N -0.30377 -4.29777 -1.74382 0.8 0.9 0.0
H 2.14799 -3.68793 -1.71483 -0.9 1.0 0.4
H 1.82864 -2.05139 -1.11683 0.5 0.5 0.1
H -1.26651 -4.49491 -1.82660 -0.9 -0.1 0.1
H 0.32588 -5.07097 -1.65501 0.0 -0.1 0.0
```
Forces are in eV/Å.

The calculation puts the lowest unoccupied orbital energy at -0.2019 eV. The max |F| is 3.91 eV Å⁻¹. The gap between HOMO and LUMO is 9.1 eV.

***

2.
ORCA calculation (the ωB97M-V functional and the def2-TZVPD basis) on one molecule with the formula C6H11N.

The geometry in XYZ format:
```
18
Properties=species:S:1:pos:R:3:forces:R:3
C 2.04233 0.07145 -0.32105 0.0 -0.1 0.2
C 0.89706 -0.57836 0.46343 0.5 0.0 0.1
C -0.56453 0.02695 0.15198 0.2 0.1 0.7
C -1.66290 -1.04785 -0.01237 0.2 0.0 0.2
C -0.73731 1.10586 -0.94339 0.2 -0.1 0.2
C -0.48269 0.58435 1.51122 -2.2 1.5 0.7
N -0.17349 0.89352 2.58115 -1.1 0.7 0.0
H 1.98980 -0.01107 -1.41805 -0.2 -0.1 0.4
H 2.97427 -0.40398 -0.00324 0.0 0.1 -0.1
H 2.11891 1.13634 -0.07388 0.0 -0.2 0.0
H 0.96700 -0.28925 1.60668 1.5 -2.0 -2.9
H 0.84133 -1.66233 0.31004 0.2 0.1 0.0
H -1.57475 -1.81975 0.75600 0.0 0.1 -0.1
H -2.66928 -0.61305 0.05760 0.3 0.0 0.0
H -1.58302 -1.53423 -0.99486 0.1 0.2 0.2
H -1.74200 1.55115 -0.89012 0.3 -0.2 0.1
H -0.01288 1.91544 -0.83442 0.0 -0.1 0.0
H -0.62784 0.67484 -1.94673 0.0 0.0 0.3
```
Forces are in eV/Å.

The calculation puts the lowest unoccupied orbital energy at 0.7878 eV. The max |F| is 3.83 eV Å⁻¹. Its structure (SMILES) is CCC(C)(C)C#N. The gap between HOMO and LUMO is 10.8 eV.

***

3.
ORCA calculation (the ωB97M-V functional and the def2-TZVPD basis) on a 2-piece molecular cluster, C3H5NO2 overall.

The geometry in XYZ format:
```
11
Properties=species:S:1:pos:R:3:forces:R:3
O -0.07526 -1.00813 -2.55680 0.1 0.1 -0.2
C -0.16873 -0.72687 -1.19960 -0.2 0.1 0.3
C 0.76120 0.40277 1.61460 -0.1 -0.2 0.1
N -0.32802 -0.15127 1.95796 0.3 0.4 -0.1
C -0.92812 0.28920 -0.81743 -0.4 0.6 0.1
O -1.55753 1.23515 -0.53311 0.5 -0.8 -0.3
H 0.59600 -0.43000 -2.93664 0.0 -0.1 0.0
H 0.23399 -1.41789 -0.46657 -0.1 0.2 -0.2
H 1.64812 -0.21727 1.45955 -0.1 0.0 0.1
H 0.88986 1.47616 1.43382 -0.1 -0.1 0.1
H -1.07152 0.54814 2.04422 0.1 -0.1 0.0
```
Forces are in eV/Å.

The calculation puts the lowest unoccupied orbital energy at 0.3677 eV. The max |F| is 1.00 eV Å⁻¹. Its structure (SMILES) is O=C=CO.C=N. The gap between HOMO and LUMO is 9.3 eV.

***

4.
ORCA calculation (the ωB97M-V functional and the def2-TZVPD basis) on C47H52GeMgN5O4 as an isolated structure.

The geometry in XYZ format:
```
110
Properties=species:S:1:pos:R:3:forces:R:3
Mg -0.12419 -0.03676 -0.00108 0.3 0.1 -0.1
O 0.48676 -0.37716 1.84203 -0.1 0.0 -0.1
C 0.01290 0.11043 2.96282 0.0 0.0 0.0
C 0.79455 0.04783 4.12479 0.0 0.0 0.1
C 0.36498 0.54834 5.34723 0.1 0.0 0.0
C -0.89374 1.12935 5.44789 -0.1 0.0 0.0
C -1.69530 1.19004 4.32071 0.0 0.0 0.1
C -1.29716 0.69530 3.06499 -0.1 0.1 0.1
C -2.24272 0.77895 1.99325 0.0 0.0 0.0
N -1.99554 0.42868 0.73296 0.0 0.0 0.0
N -3.03824 0.42262 -0.09879 -0.2 0.0 0.1
C -2.75674 0.11585 -1.34444 0.1 0.0 -0.3
O -1.41083 -0.06578 -1.62332 0.0 -0.3 0.1
C -3.83099 -0.03845 -2.29771 0.0 0.0 0.1
C -3.72091 -0.65598 -3.56079 0.0 0.0 0.0
C -4.82962 -0.79913 -4.37892 0.0 0.0 0.0
C -6.08489 -0.34524 -3.99302 0.0 0.0 0.0
C -6.20784 0.26454 -2.74431 0.0 0.0 0.0
C -5.11657 0.41498 -1.91663 0.0 0.0 0.0
H 1.77875 -0.39845 4.02456 0.0 0.0 0.0
H 1.01471 0.49068 6.21443 0.0 0.0 0.0
H -1.24262 1.54201 6.38813 0.0 0.0 0.0
H -2.67926 1.64516 4.39080 0.0 0.0 0.0
H -3.24502 1.14105 2.22229 0.0 0.0 0.0
H -2.75555 -1.01420 -3.88139 0.1 0.0 0.0
H -4.69899 -1.27677 -5.34430 0.0 0.0 0.0
H -6.94337 -0.45830 -4.64435 0.0 0.0 0.0
H -7.17234 0.63586 -2.41191 0.0 0.0 0.0
H -5.22671 0.88612 -0.95017 0.0 0.0 0.0
C 4.62347 -1.55770 -1.66950 0.0 0.0 0.1
N 3.18816 -1.50202 -1.84700 0.0 -0.2 0.0
C 2.72301 -0.58600 -2.87566 0.0 0.1 0.0
C 2.30502 -1.87611 -0.88062 0.1 0.2 -0.1
O 1.20222 -1.33310 -0.81861 -0.2 -0.2 0.3
N 2.68444 -2.87022 -0.00361 0.0 -0.1 -0.2
C 3.27138 -4.08983 -0.53196 0.0 0.1 0.1
C 1.78815 -3.10893 1.12313 0.1 0.0 0.0
H 5.02959 -0.54657 -1.75320 0.0 0.0 0.0
H 5.10086 -2.19423 -2.42403 0.0 0.0 0.0
H 4.86523 -1.93114 -0.67829 0.0 0.0 0.0
H 3.18343 -0.86130 -3.82856 0.0 0.0 0.0
H 3.01290 0.43784 -2.62321 0.0 0.0 0.0
H 1.63858 -0.63942 -2.96466 0.0 0.1 0.0
H 3.73214 -3.91881 -1.49902 0.0 0.0 0.0
H 2.49554 -4.85643 -0.65120 0.0 0.0 0.0
H 4.03020 -4.47380 0.15498 0.0 0.0 0.0
H 1.46132 -2.16275 1.55060 -0.1 0.0 0.0
H 2.34667 -3.67040 1.87593 0.0 0.0 0.0
H 0.90680 -3.68092 0.81868 -0.1 0.0 0.0
C 2.34549 5.62036 -3.39854 0.0 0.0 -0.1
C 2.29818 4.27892 -3.75514 0.0 0.1 0.0
C 2.00221 3.31810 -2.80036 0.0 -0.1 0.0
C 1.76725 3.64863 -1.46327 0.1 0.0 0.0
C 1.81337 5.00223 -1.13258 0.0 0.0 0.1
C 2.09021 5.97844 -2.08370 0.0 0.0 0.0
Ge 1.42469 2.18192 -0.14023 -0.1 0.1 -0.1
C 3.32567 1.69202 0.31283 0.0 0.0 0.0
C 3.53464 0.61817 1.18929 0.0 0.0 0.0
C 4.81287 0.19977 1.53622 0.0 0.0 0.0
C 5.92757 0.82798 0.99334 0.0 0.0 0.0
C 5.74483 1.88081 0.10810 0.0 0.0 0.0
C 4.46094 2.30736 -0.21757 0.0 0.0 -0.1
C 0.90000 3.24628 1.47323 0.0 0.0 -0.1
C -0.35571 3.85797 1.46503 0.0 0.0 0.0
C -0.84878 4.52815 2.57475 0.0 0.0 0.0
C -0.10186 4.57734 3.74449 0.0 0.0 0.0
C 1.13895 3.95991 3.78272 0.0 0.0 0.0
C 1.63231 3.31178 2.65648 0.0 0.0 0.0
H 2.55368 6.38011 -4.14418 0.0 0.0 0.0
H 2.44918 3.98174 -4.78588 0.0 0.0 0.0
H 1.90649 2.28674 -3.12223 0.0 0.0 0.0
H 1.63183 5.30691 -0.10700 0.0 0.0 0.0
H 2.10815 7.02346 -1.79110 0.0 0.0 0.0
H 2.67134 0.10959 1.60989 0.0 0.0 0.0
H 4.93747 -0.62682 2.22856 0.0 0.0 0.0
H 6.92774 0.49829 1.25458 0.0 0.0 0.0
H 6.60517 2.38136 -0.32432 0.0 0.0 0.0
H 4.34184 3.14171 -0.90193 0.0 0.0 0.0
H -0.97785 3.78723 0.57675 0.0 0.0 0.0
H -1.83221 4.98434 2.53571 0.0 0.0 0.0
H -0.49742 5.06701 4.62760 0.0 0.0 0.0
H 1.71850 3.95981 4.69964 0.0 0.0 0.0
H 2.59960 2.82347 2.71596 0.0 0.0 0.0
C -0.90176 -3.61761 -2.26817 0.0 -0.1 0.0
C -2.08659 -3.43000 -1.34784 0.0 0.1 0.1
O -1.61117 -3.11487 -0.05201 0.0 -0.1 0.0
C -2.66204 -2.93265 0.88150 0.0 0.0 0.0
C -2.05649 -2.81327 2.26076 0.0 0.0 0.1
H -1.24379 -3.93917 -3.25464 0.0 0.0 0.0
H -0.23084 -4.38371 -1.86664 0.0 0.0 0.0
H -0.36298 -2.68031 -2.38984 0.0 0.1 0.0
H -2.69731 -4.34729 -1.29478 0.0 0.0 0.0
H -2.73317 -2.62533 -1.71289 0.0 0.0 0.0
H -3.34558 -3.79644 0.83067 0.0 0.0 0.0
H -3.23172 -2.03339 0.61967 0.0 0.0 0.0
H -1.50126 -3.72039 2.51218 0.0 0.0 0.0
H -2.83918 -2.66863 3.00805 0.0 0.0 0.0
H -1.37844 -1.96265 2.32000 0.0 0.0 -0.1
N -0.89378 -0.21538 -2.99295 0.0 0.1 0.0
C -0.85027 0.99519 -3.58371 0.0 -0.2 0.0
C -1.28214 2.23915 -3.06149 0.0 0.0 0.1
C -1.21892 3.38728 -3.82884 0.0 0.1 0.1
C -0.73636 3.38678 -5.13198 0.0 0.0 0.0
C -0.28504 2.17310 -5.65080 0.0 0.0 -0.1
C -0.33172 1.01278 -4.91011 0.0 0.0 0.0
H -1.64775 2.29714 -2.04507 0.0 0.0 0.0
H -1.53992 4.32055 -3.37624 0.0 0.0 0.0
H -0.68067 4.29997 -5.71062 0.0 0.0 0.0
H 0.11590 2.13119 -6.66059 0.0 0.0 0.0
H 0.01838 0.07615 -5.33150 0.0 0.0 0.0
```
Forces are in eV/Å.

The calculation puts the lowest unoccupied orbital energy (alpha / beta) at 4.1180 / 4.1179 eV. As for the charge: -2. Its spin multiplicity is 2. The max |F| is 0.43 eV Å⁻¹. The gap between HOMO and LUMO (alpha / beta) is 3.5 / 5.4 eV.